No. 1
44
Properties=species:S:1:pos:R:3:forces:R:3 method="wB97M-V/def2-TZVPD" e_homo_ha=-0.282 fmax_ev_per_a=7.06 charge=0 homo_lumo_gap_ev=7.3 smiles=Fc1cccc(-c2cccc3nc(-c4nnc5c[nH]c(-c6cn[nH]c6)cc4-5)[nH]c23)c1 relative_energy_kcal_mol=81.47 total_energy_ha=-1329.766632
F -0.95292 0.37631 -6.18016 0.0 -0.1 -0.8
N -1.45458 -1.98134 -0.89727 -0.4 0.7 3.5
N -2.18063 -2.92291 -0.29783 1.9 -0.2 -1.4
N 0.32649 -3.02715 7.16742 -3.2 -0.9 0.6
N 0.68505 0.81455 0.51355 -0.7 -3.3 2.0
C -0.55054 -3.04836 6.13095 5.1 -0.5 -0.2
C -0.04768 -0.04450 -0.19608 1.6 2.8 -1.6
C 0.05444 -2.25575 2.62047 0.3 1.7 -0.9
C -0.60262 -1.45742 0.14202 1.3 5.0 -4.8
C -1.57328 -3.11645 0.88653 0.0 -1.6 3.7
C -0.53427 -2.18233 1.25700 -0.7 -1.4 2.0
C 0.19290 -3.34518 4.90661 -0.7 0.5 0.9
C 1.50361 -3.52132 5.38975 0.0 -0.9 -2.2
C -2.02476 -3.96931 1.90046 -0.5 1.7 -3.4
C -0.38207 -3.22178 3.50656 2.2 3.1 -0.2
C -1.04681 3.97913 -5.55145 0.1 -0.5 -0.5
C 2.10530 3.87277 -0.68832 -0.1 0.0 -0.8
C -1.14959 2.78306 -6.22969 -0.3 -2.6 -0.2
C 1.83439 2.91185 0.25488 0.2 0.5 0.4
C -0.33305 3.93805 -4.40204 1.9 0.5 2.8
C 0.06391 1.53170 -4.46717 0.3 -0.2 -0.4
C 1.67692 3.89139 -2.03184 -0.4 -0.7 -1.4
C -0.63889 1.56619 -5.66267 -0.6 2.1 0.4
C 1.08829 1.86466 -0.21743 -0.1 0.1 -0.3
C 0.25996 2.75380 -3.81344 -1.7 1.1 -2.3
C 0.84337 2.83125 -2.51923 1.5 0.3 2.7
C 0.61705 1.82305 -1.55244 -0.6 -1.5 2.1
N 1.45733 -3.53401 6.73678 0.6 1.6 -1.7
N -1.50762 -3.85347 3.13208 -1.9 -3.2 0.4
N -0.13323 0.63526 -1.46426 3.2 0.1 3.2
H -1.47573 -2.61980 6.23534 -2.1 0.6 0.3
H 0.69733 -1.37044 2.96512 -0.6 -1.9 -0.6
H 2.48497 -3.57755 4.86234 -1.2 -0.4 0.4
H -2.85352 -4.51750 1.36837 0.3 -0.3 2.4
H -1.52255 4.91341 -5.85067 0.2 -0.4 -0.3
H 2.71225 4.63278 -0.33930 1.2 1.8 0.3
H -1.72507 2.66120 -7.13770 0.0 0.1 -0.1
H 2.15874 3.00088 1.32022 -0.3 -0.2 -1.2
H -0.17661 4.90055 -3.85577 -0.2 -1.0 -0.3
H 0.47278 0.53616 -4.15520 -0.4 1.2 0.0
H 2.05351 4.64810 -2.81569 -0.7 -1.1 1.7
H 2.29956 -3.43752 7.27167 0.0 0.0 0.5
H -1.98951 -4.32701 3.87721 0.0 -0.6 0.0
H -0.73256 0.46498 -2.11962 -4.4 -2.0 -4.7

=====

No. 2
42
Properties=species:S:1:pos:R:3:forces:R:3 method="wB97M-V/def2-TZVPD" e_homo_ha="-0.277 / -0.277" fmax_ev_per_a=4.93 spin_multiplicity=2 s_squared=0.7510 charge=0 homo_lumo_gap_ev="5.7 / 5.5" total_energy_ha=-3252.578319
Yb 1.40542 1.25154 0.86337 1.2 -1.7 2.0
C 0.62418 3.11563 -0.77069 0.4 -1.1 0.5
C 1.55566 2.24971 -1.40607 1.2 0.7 -0.6
C 1.20091 0.93190 -1.78489 -0.8 0.8 0.3
C -0.13699 0.50381 -1.52808 1.2 0.2 0.0
C -1.06608 1.36174 -0.93534 0.9 0.9 -1.1
C -0.67321 2.63449 -0.52811 0.7 -0.1 -0.5
P -0.31274 -1.27454 -1.82354 -0.2 -1.8 -0.5
C -2.07523 -1.54384 -2.23227 -0.5 0.0 0.3
C -2.51173 -1.85105 -3.54204 0.9 0.8 0.7
C -3.85309 -1.93947 -3.82283 0.0 -0.6 0.6
C -4.79758 -2.02025 -2.80513 0.8 1.0 0.6
C -4.38854 -1.80052 -1.49468 0.7 -0.6 1.2
C -3.01972 -1.50844 -1.20292 -1.4 -0.5 -0.5
C -0.21547 -1.79785 -0.04662 -1.4 -2.5 -1.0
C -0.75739 -3.00407 0.49694 -0.6 0.8 0.6
C -0.79578 -3.25790 1.88281 0.0 0.5 -0.6
C -0.18009 -2.35361 2.74000 0.4 0.5 0.7
C 0.45463 -1.25397 2.15317 0.4 0.1 0.7
C 0.46223 -0.97153 0.74961 1.7 3.0 3.5
H 0.95445 4.01954 -0.25565 0.0 0.1 -0.7
H 2.62425 2.59748 -1.47669 -1.2 -0.4 -0.2
H 1.90341 0.19129 -2.22335 -0.4 0.8 0.4
H -2.10329 1.15004 -1.00624 -0.8 -0.7 0.7
H -1.36581 3.26694 -0.03704 -0.6 0.5 0.4
H -1.78011 -1.94765 -4.33790 0.0 0.1 0.0
H -4.14338 -2.05979 -4.83051 -0.4 -0.2 -1.0
H -5.82879 -2.13405 -3.04011 -0.6 -0.3 -0.1
H -5.07028 -2.02478 -0.63238 0.5 0.7 -1.0
H -2.70315 -1.35872 -0.16692 -0.2 0.0 -0.4
H -1.38124 -3.63978 -0.08779 -0.1 -0.5 -0.7
H -1.39173 -4.06509 2.31205 0.3 0.0 -0.4
H -0.18463 -2.46530 3.86732 -0.1 0.1 -1.6
H 0.96075 -0.59379 2.91405 -0.2 -0.3 -0.9
S 4.15087 1.01599 1.14391 -1.8 0.4 0.4
C 3.84317 2.17045 2.46681 2.0 0.3 0.3
S 2.30203 2.55985 3.14724 -0.9 -0.3 -1.4
C 4.98727 2.78998 3.04674 -3.6 0.6 -0.3
C 4.91938 4.08915 3.62666 -0.3 -1.5 -0.3
N 4.99967 5.14675 4.04091 -0.1 1.6 0.6
C 6.17146 2.15885 3.25066 3.4 -1.6 -1.0
N 7.21630 1.66089 3.31554 -0.6 0.1 0.3

=====

No. 3
53
Properties=species:S:1:pos:R:3:forces:R:3 method="wB97M-V/def2-TZVPD" e_homo_ha="-0.115 / -0.231" fmax_ev_per_a=1.49 spin_multiplicity=2 s_squared=0.7629 charge=-1 homo_lumo_gap_ev="5.3 / 8.5" relative_energy_kcal_mol=0.00 total_energy_ha=-4748.357245
Hg -0.11433 0.10180 0.09758 -0.2 0.2 0.1
O 1.43016 -0.21874 4.08540 0.0 0.0 0.1
C 1.38748 0.10841 2.88601 -0.2 -0.2 0.0
O 0.68598 0.98636 2.33527 0.0 0.1 0.2
C 2.25657 -0.72644 1.93774 0.1 0.0 0.4
C 3.36340 -1.44370 2.36634 0.0 0.0 -0.1
C 4.09778 -2.15564 1.42732 -0.1 0.1 0.0
C 3.71395 -2.12560 0.09134 0.0 0.0 0.1
C 2.59177 -1.39018 -0.25188 0.2 -0.1 -0.3
N 1.90023 -0.73602 0.66517 -0.2 0.0 -0.1
C 2.13304 -1.22214 -1.70750 0.1 -0.2 0.0
O 2.74968 -1.85803 -2.56048 -0.1 0.1 0.1
O 1.16667 -0.41134 -1.87003 0.2 -0.7 -0.4
H 3.60789 -1.42483 3.41775 0.0 0.0 0.0
H 4.96816 -2.72446 1.73292 0.0 0.0 0.0
H 4.24841 -2.63929 -0.69365 0.0 0.0 0.0
O -1.42801 -0.43764 4.20642 -1.2 0.5 -0.7
C -1.53471 -0.65433 2.88733 -0.2 0.2 0.3
O -1.01106 -1.58031 2.31968 0.2 0.0 0.1
C -2.41147 0.34701 2.18483 0.0 0.0 0.0
C -3.44856 0.95429 2.83806 -0.1 0.0 0.0
C -4.25981 1.86619 2.10374 0.1 0.0 0.0
C -3.99050 2.07617 0.78498 0.0 0.0 0.1
C -2.92103 1.39697 0.14714 0.0 0.0 -0.1
N -2.12180 0.55172 0.88998 0.0 -0.1 0.2
C -2.56949 1.50168 -1.23689 -0.1 0.1 0.0
O -3.32582 2.29277 -2.06091 0.0 0.0 0.0
O -1.60577 0.92924 -1.74499 -0.2 -0.1 -0.3
H -0.57162 -0.75609 4.47042 1.3 -0.4 0.4
H -3.62057 0.74673 3.88229 0.0 0.0 0.0
H -5.06789 2.39585 2.59007 0.0 0.0 0.0
H -4.59634 2.79241 0.24216 0.0 0.0 0.0
H -4.07919 2.64218 -1.57579 0.0 0.0 0.0
Br -0.69264 -3.36782 -4.70870 0.0 0.0 0.0
C -0.52673 -3.39488 -2.82518 0.0 0.0 0.0
C 0.15023 -4.42118 -2.19728 0.0 0.0 0.0
C 0.24993 -4.38292 -0.81554 0.0 0.0 -0.1
C -0.32180 -3.32054 -0.13483 0.0 0.0 0.0
N -0.95754 -2.32708 -0.75337 0.0 -0.1 -0.1
C -1.05811 -2.35651 -2.07869 0.0 0.0 0.0
H 0.60485 -5.21425 -2.77470 0.0 0.0 0.0
H 0.77888 -5.15634 -0.27572 0.0 0.0 0.0
H -0.25681 -3.23454 0.94370 0.0 0.0 0.0
H -1.54342 -1.51019 -2.54958 0.0 0.0 0.0
I 0.09501 6.18248 -2.17670 0.0 0.0 0.0
C 0.49860 4.18741 -1.86464 0.0 0.0 0.0
C 0.79369 3.24210 -2.82628 0.0 0.0 0.1
N 0.98070 2.08984 -2.17371 0.0 0.7 0.0
N 0.81347 2.22421 -0.85664 0.0 0.2 0.0
C 0.51412 3.49498 -0.64413 0.0 0.1 -0.1
H 0.87547 3.31996 -3.89596 0.0 0.0 0.0
H 1.12783 1.13735 -2.51026 0.0 -0.2 0.0
H 0.32787 3.85110 0.35567 0.0 0.0 0.0

=====

No. 4
56
Properties=species:S:1:pos:R:3:forces:R:3 method="wB97M-V/def2-TZVPD" e_homo_ha=-0.341 fmax_ev_per_a=0.85 charge=0 homo_lumo_gap_ev=8.0 total_energy_ha=-2788.788090
N 0.58310 5.56706 2.54775 -0.8 -0.3 -0.2
C -0.40470 5.08558 2.18324 0.7 0.3 0.0
O -1.49530 4.54146 1.72740 0.2 -0.1 0.3
C -1.60690 3.17331 2.09154 0.1 0.0 -0.2
C -2.33939 2.92075 3.19245 -0.2 0.1 0.2
C -2.50062 1.57094 3.58385 0.3 0.4 -0.3
N -3.19700 1.12290 4.62670 0.0 -0.6 0.0
S -3.01923 -0.48283 4.59420 -0.2 0.4 0.2
N -2.09217 -0.66180 3.31633 0.2 -0.2 -0.2
C -1.85188 0.55955 2.82360 -0.2 0.0 0.3
C -1.04934 0.85559 1.68391 0.2 -0.1 -0.1
C -0.37426 -0.30448 1.00629 0.0 -0.2 0.4
C 0.63777 -1.06072 1.87871 0.1 0.0 -0.4
C 1.75334 -0.22267 2.42938 0.1 0.0 0.2
O 1.65200 0.94816 2.66788 -0.1 0.1 0.0
N 2.97205 -0.96929 2.69483 0.1 0.1 0.1
C 4.12190 -0.39369 2.03281 0.3 -0.2 -0.3
C 4.68111 -1.09579 0.97064 0.0 0.2 0.1
C 5.79241 -0.58586 0.31334 0.0 0.0 -0.2
C 6.35476 0.62187 0.69469 -0.1 0.3 0.3
C 5.80823 1.32054 1.76456 -0.3 -0.3 0.0
C 4.69983 0.80690 2.42306 -0.1 0.2 0.3
C -0.95540 2.16280 1.29847 -0.2 0.2 0.0
C -0.17468 2.49135 0.03799 -0.1 0.1 0.2
F -0.28972 3.75712 -0.35568 0.0 0.3 0.0
F 1.12572 2.24042 0.17645 0.2 -0.1 0.0
F -0.61844 1.74655 -0.99906 -0.1 -0.1 -0.2
H -2.79254 3.72390 3.75320 0.0 0.1 0.0
H -1.15264 -1.02103 0.76321 -0.1 0.0 0.0
H 0.10559 -0.03551 0.07349 0.0 0.1 0.1
H 1.07936 -1.84867 1.27030 0.0 -0.1 0.1
H 0.15648 -1.56018 2.72050 0.0 0.0 0.1
H 3.14610 -0.93381 3.69492 -0.1 0.0 0.1
H 4.25007 -2.04349 0.67999 0.0 0.0 0.0
H 6.22298 -1.13490 -0.51322 0.0 0.0 0.0
H 7.20895 1.03796 0.18026 0.1 -0.1 -0.1
H 6.21140 2.26333 2.10327 0.1 0.0 -0.1
H 4.26695 1.35134 3.25119 0.0 0.0 0.0
C -2.66388 -1.02865 -2.79355 -0.1 0.6 0.2
C -1.81446 -2.25715 -2.42472 -0.4 -0.1 -0.1
C -0.55524 -2.52558 -3.25257 0.2 0.0 0.1
F -0.86311 -2.77956 -4.53692 -0.1 0.0 0.0
F 0.06991 -3.61429 -2.74721 0.0 0.0 0.0
F -2.58992 -3.35761 -2.38728 0.1 0.0 0.0
F -1.36461 -2.03237 -1.15051 0.1 0.0 -0.2
O -3.83168 -1.25202 -3.56037 0.2 -0.5 -0.1
C -3.81269 -1.25955 -4.93172 0.0 0.3 0.2
C -4.25970 -2.61422 -5.49166 -0.1 -0.1 -0.1
F -3.42836 -3.59002 -5.07973 0.1 0.0 0.0
F -4.22167 -2.56289 -6.84101 0.0 0.0 0.0
F -2.61970 -0.88818 -5.42655 0.0 -0.1 0.0
F -4.71913 -0.34880 -5.35021 0.0 0.0 -0.1
H -3.04417 -0.66286 -1.84058 0.0 0.0 0.0
H -2.05196 -0.22466 -3.20376 0.1 -0.1 -0.1
H 0.12932 -1.67401 -3.20249 0.0 0.0 0.0
H -5.27484 -2.84223 -5.16161 0.0 0.0 0.0